Version 1
Here is a cluster of 12 separate species, C5H34N2O12 in total from the OMol25 dataset. Energies are from ωB97M-V with the def2-TZVPD basis set.

Output
* SMILES: C[C@@H](N)CNCC=O.O.O.O.O.O.O.O.O.O.O.O
* highest occupied orbital energy: -0.33633 Eh
* frontier orbital gap: 9.2171 eV

Cartesian coordinates (Å):
C  1.59  -1.30  1.81
C  1.33  -1.20  0.29
N  0.50  -2.39  -0.03
C  0.54  0.13  0.07
N  0.72  0.46  -1.34
C  -0.18  1.66  -1.73
C  -1.08  1.01  -2.73
O  -2.08  0.41  -2.37
H  2.12  -2.12  2.25
H  0.66  -1.42  2.45
H  2.09  -0.36  2.17
H  2.29  -1.26  -0.24
H  0.43  -3.23  0.52
H  -0.31  -2.10  -0.54
H  0.88  0.97  0.76
H  -0.52  -0.11  0.32
H  1.61  0.90  -1.54
H  -0.71  1.96  -0.80
H  0.45  2.45  -2.10
H  -0.96  0.96  -3.77
O  0.50  3.22  1.69
H  0.30  4.14  1.65
H  1.43  3.01  1.90
O  3.42  -0.93  -2.32
H  2.54  -1.28  -2.56
H  3.67  -1.67  -1.72
O  -1.60  -3.42  2.83
H  -0.76  -3.59  3.21
H  -1.75  -2.62  2.35
O  -1.83  2.02  2.49
H  -0.97  2.29  2.14
H  -2.46  2.67  2.17
O  -2.92  -1.37  -0.61
H  -2.71  -0.67  -1.25
H  -2.67  -1.10  0.28
O  0.98  -2.16  -2.29
H  0.16  -1.65  -2.35
H  0.85  -2.67  -1.46
O  -3.54  3.43  0.73
H  -4.17  2.90  0.22
H  -2.79  3.10  0.20
O  2.89  2.28  1.63
H  3.67  2.24  2.14
H  2.86  1.71  0.86
O  -2.40  -0.56  1.97
H  -3.11  -0.91  2.54
H  -2.31  0.40  2.14
O  -2.50  -2.11  -3.63
H  -2.71  -2.41  -2.75
H  -2.10  -1.23  -3.52
O  3.22  0.66  -0.41
H  3.24  0.10  -1.32
H  4.17  0.80  -0.41

---

Version 2
Here is a cluster of 12 separate species, C5H34N2O12 in total from the OMol25 dataset. Energies are from ωB97M-V with the def2-TZVPD basis set.

Output
* SMILES: CC[C@@H](C=O)NCN.O.O.O.O.O.O.O.O.O.O.O
* highest occupied orbital energy: -0.32822 Eh
* frontier orbital gap: 9.0655 eV

Cartesian coordinates (Å):
C  3.47  0.58  -0.16
C  1.98  0.29  -0.29
C  1.24  1.51  -0.89
C  1.69  1.65  -2.33
O  1.32  0.91  -3.26
N  -0.29  1.36  -0.90
C  -1.01  1.88  -2.16
N  -2.31  2.18  -1.81
H  3.60  1.63  0.03
H  3.87  0.09  -1.10
H  3.97  0.06  0.68
H  1.33  0.00  0.53
H  1.85  -0.63  -0.79
H  1.54  2.43  -0.32
H  2.43  2.45  -2.55
H  -0.47  0.43  -0.63
H  -1.07  1.10  -3.02
H  -0.55  2.81  -2.62
H  -2.73  1.37  -1.56
H  -2.45  3.01  -1.24
O  -2.92  -0.48  2.11
H  -3.81  -0.84  2.09
H  -2.85  0.24  1.65
O  -0.64  -1.64  2.99
H  -0.71  -1.58  3.95
H  -1.48  -1.43  2.60
O  1.93  3.15  1.54
H  2.02  2.27  1.91
H  2.89  3.42  1.22
O  -2.67  -2.81  0.78
H  -2.04  -3.53  0.72
H  -2.27  -2.01  0.41
O  -0.66  -1.34  0.14
H  -0.31  -1.71  0.93
H  -0.19  -1.60  -0.71
O  -0.07  -3.70  0.87
H  0.68  -3.73  0.35
H  0.14  -3.36  1.86
O  -1.87  3.75  0.75
H  -2.51  3.24  1.48
H  -1.11  3.28  0.73
O  1.42  -0.06  2.71
H  1.07  -0.61  3.42
H  0.79  -0.18  1.97
O  0.93  -1.64  -2.39
H  0.77  -2.13  -3.17
H  1.06  -0.70  -2.73
O  2.89  -3.44  -0.44
H  3.35  -2.51  -0.46
H  2.14  -3.35  -1.10
O  -4.59  0.14  -0.14
H  -3.81  -0.34  -0.59
H  -4.97  0.11  -1.04

---

Version 3
Here is a cluster of 12 separate species, C5H34N2O12 in total from the OMol25 dataset. Energies are from ωB97M-V with the def2-TZVPD basis set.

Output
* SMILES: CCN(C)C(=O)CN.O.O.O.O.O.O.O.O.O.O.O
* highest occupied orbital energy: -0.33580 Eh
* frontier orbital gap: 9.2961 eV

Cartesian coordinates (Å):
C  0.16  -0.36  2.82
C  -0.36  -0.85  1.47
N  0.47  -1.84  0.76
C  1.30  -2.73  1.58
C  1.00  -1.46  -0.50
O  2.07  -1.97  -0.80
C  0.11  -0.85  -1.58
N  0.32  0.59  -1.44
H  1.08  0.22  2.67
H  -0.49  0.38  3.28
H  0.41  -1.28  3.36
H  -1.33  -1.34  1.75
H  -0.60  -0.11  0.68
H  2.25  -2.22  1.78
H  0.75  -3.12  2.43
H  1.72  -3.56  0.97
H  0.58  -1.25  -2.51
H  -0.92  -1.18  -1.49
H  0.91  0.99  -2.15
H  -0.53  1.12  -1.27
O  3.63  0.17  1.32
H  3.93  -0.73  1.02
H  3.97  0.39  2.20
O  -3.30  -0.06  -0.15
H  -3.05  0.85  -0.50
H  -2.52  -0.41  0.30
O  -1.04  -3.61  -1.49
H  -0.13  -3.80  -1.19
H  -1.67  -3.77  -0.78
O  -2.35  -2.10  -4.00
H  -1.88  -2.74  -3.45
H  -2.67  -1.46  -3.35
O  4.42  -1.79  -0.27
H  3.50  -2.16  -0.20
H  4.57  -1.19  -1.01
O  -0.24  3.66  1.71
H  0.41  3.06  2.08
H  0.24  4.33  1.20
O  -4.63  1.33  1.81
H  -3.73  1.34  1.48
H  -4.99  0.53  1.42
O  -2.20  2.12  -1.01
H  -2.69  2.66  -1.64
H  -2.25  2.70  -0.19
O  -2.48  3.96  0.85
H  -3.18  3.60  1.41
H  -1.80  4.08  1.53
O  2.39  1.98  -1.97
H  2.20  2.19  -1.04
H  3.30  2.16  -2.20
O  1.22  1.51  0.86
H  2.09  1.20  1.22
H  0.99  0.76  0.27

---

Stability comparison, relative energies in eV: version 1 1.374; version 2 3.231; version 3 0.000